No. 1
91
Properties=species:S:1:pos:R:3:forces:R:3 method="wB97M-V/def2-TZVPD" total_charge=-2 e_above_lowest_kcal_mol=36.4
Ni -0.565 0.584 -0.511 0.51 0.36 -0.65
C -2.062 1.400 -3.324 0.02 0.15 -0.05
C -1.789 2.623 -2.504 -0.03 -0.26 0.09
C -1.959 3.904 -3.074 -0.06 0.10 -0.12
C -1.666 5.013 -2.348 0.04 -0.01 0.01
C -1.221 4.883 -1.015 0.03 -0.23 0.07
C -0.904 6.005 -0.221 0.03 0.12 -0.02
C -0.503 5.814 1.075 0.01 -0.10 0.06
C -0.428 4.526 1.625 0.02 0.13 -0.18
C -0.727 3.381 0.891 0.01 -0.25 0.25
S -0.660 1.805 1.598 -0.02 0.62 0.50
C -1.106 3.569 -0.489 -0.01 0.10 -0.09
N -1.375 2.463 -1.262 0.22 0.27 -0.08
H -2.671 1.645 -4.197 0.01 0.01 0.01
H -2.557 0.634 -2.728 0.05 0.03 0.01
H -1.118 0.965 -3.661 -0.03 0.01 0.03
H -2.294 3.982 -4.101 -0.02 -0.04 0.00
H -1.762 6.005 -2.776 0.00 0.00 0.00
H -0.969 6.997 -0.656 -0.02 -0.04 0.01
H -0.240 6.671 1.687 0.00 -0.04 0.01
H -0.119 4.389 2.654 -0.01 0.02 -0.02
I -5.427 -2.496 1.838 0.11 0.08 -0.08
C -4.262 -1.036 0.951 -0.08 -0.14 0.00
C -4.496 0.320 0.995 0.08 0.00 0.01
N -3.496 0.881 0.300 -0.15 0.10 -0.09
N -2.631 -0.015 -0.176 0.42 -0.01 0.34
C -3.080 -1.197 0.206 -0.03 -0.19 -0.11
H -5.270 0.895 1.477 0.05 0.00 -0.07
H -3.251 1.853 0.218 0.12 0.12 0.09
H -2.536 -2.089 -0.067 0.01 0.10 0.01
F -3.050 -1.965 -7.768 -0.10 -0.02 -0.21
C -2.486 -1.878 -6.551 0.00 0.00 0.02
C -1.116 -1.871 -6.411 0.09 0.03 0.11
F -0.350 -1.955 -7.513 0.13 -0.02 -0.14
C -0.544 -1.775 -5.156 -0.18 0.01 0.03
F 0.791 -1.770 -5.114 0.23 -0.01 0.00
C -1.289 -1.688 -3.975 -0.01 -0.06 -0.09
Se -0.501 -1.587 -2.254 0.04 -0.43 -0.36
C -2.673 -1.690 -4.175 0.10 -0.01 -0.06
F -3.507 -1.603 -3.129 -0.13 -0.04 0.14
C -3.266 -1.786 -5.420 0.03 0.02 0.13
F -4.605 -1.791 -5.549 -0.18 0.01 0.01
O 0.040 -1.096 0.550 0.14 -0.12 -0.16
Si 0.819 -1.979 1.588 -0.13 -0.05 -0.03
C 2.552 -1.371 2.080 0.00 0.13 0.03
C 2.863 -0.871 3.348 0.00 0.02 -0.09
C 4.122 -0.348 3.632 -0.01 0.00 -0.07
C 5.095 -0.305 2.643 -0.06 -0.03 -0.03
C 4.806 -0.794 1.373 0.00 0.01 0.04
C 3.553 -1.325 1.102 0.00 -0.01 0.02
C -0.170 -2.147 3.202 -0.02 0.01 0.11
C -1.370 -1.440 3.328 0.04 0.02 0.00
C -2.145 -1.532 4.480 0.06 -0.06 0.03
C -1.728 -2.332 5.537 0.04 0.03 -0.10
C -0.537 -3.044 5.434 -0.02 0.03 -0.05
C 0.228 -2.951 4.276 -0.09 0.02 -0.04
C 1.128 -3.770 1.022 0.07 -0.08 -0.01
C 2.174 -4.547 1.534 -0.08 -0.03 -0.05
C 2.361 -5.868 1.139 -0.06 0.03 -0.03
C 1.503 -6.441 0.207 -0.01 0.10 0.03
C 0.463 -5.685 -0.323 0.05 -0.01 0.06
C 0.280 -4.368 0.083 0.03 0.04 0.03
H 2.102 -0.872 4.122 0.03 0.00 -0.03
H 4.338 0.042 4.621 -0.01 0.00 0.00
H 6.069 0.120 2.856 0.01 0.00 -0.01
H 5.556 -0.745 0.591 -0.02 -0.01 0.01
H 3.336 -1.698 0.103 0.02 0.04 0.07
H -1.685 -0.802 2.506 0.05 -0.03 0.10
H -3.073 -0.975 4.554 0.02 0.00 -0.02
H -2.327 -2.402 6.438 -0.01 -0.01 0.01
H -0.209 -3.671 6.256 0.01 0.00 -0.01
H 1.150 -3.524 4.203 -0.04 0.03 0.01
H 2.865 -4.108 2.248 -0.01 -0.01 -0.03
H 3.181 -6.448 1.548 0.00 0.01 0.01
H 1.652 -7.466 -0.112 0.00 -0.01 -0.01
H -0.196 -6.120 -1.066 0.00 0.03 0.01
H -0.512 -3.774 -0.364 0.05 -0.03 -0.01
Cl 1.732 3.687 -2.951 -0.06 0.03 -0.01
C 2.268 3.482 -1.291 -0.04 -0.18 0.13
C 2.917 4.565 -0.708 -0.02 0.03 -0.04
C 3.392 4.473 0.588 -0.01 -0.19 0.01
C 3.211 3.272 1.278 0.03 0.12 0.04
C 2.561 2.211 0.684 -0.12 -0.08 -0.20
C 2.051 2.258 -0.635 0.16 0.55 0.32
C 1.356 1.112 -1.212 -1.30 -0.52 0.57
H 3.047 5.476 -1.282 -0.04 -0.05 -0.01
H 3.902 5.314 1.047 -0.07 -0.06 -0.03
H 3.571 3.171 2.298 -0.03 -0.01 -0.08
H 2.400 1.297 1.238 0.01 -0.03 0.04
H 1.781 0.167 -0.893 0.19 -0.08 -0.04
H 1.263 1.159 -2.292 -0.04 -0.07 -0.07

No. 2
17
Properties=species:S:1:pos:R:3:forces:R:3 method="wB97M-V/def2-TZVPD" total_charge=0 e_above_lowest_kcal_mol=51.2 smiles=C[C@]12S[C@H]1C[C@H]1N[C@H]12
C 0.197 0.059 -2.239 1.15 1.55 -1.31
C -0.125 0.181 -0.831 -0.38 0.71 4.03
S -0.972 1.738 -0.326 -0.87 0.33 -0.39
C 0.580 1.089 0.220 0.89 0.51 0.26
C 0.651 0.407 1.658 1.15 -0.43 -3.16
C -0.155 -0.805 1.461 -0.47 -2.54 -1.40
N -1.553 -0.841 1.147 0.98 -1.88 -0.66
C -0.572 -1.020 0.018 -0.94 0.63 0.60
H -0.591 -0.435 -2.783 -0.67 0.51 -0.38
H 1.033 -0.569 -2.454 0.98 -0.57 0.27
H 0.497 1.104 -2.590 -0.79 -1.54 -0.09
H 1.427 1.763 -0.054 -0.59 -0.84 0.14
H 1.690 0.018 1.666 -0.33 0.54 0.69
H 0.358 0.938 2.533 0.08 0.92 0.38
H 0.129 -1.722 1.890 0.71 -0.77 1.23
H -1.846 0.071 1.152 -1.43 2.82 -0.25
H -0.747 -1.975 -0.469 0.54 0.04 0.04

No. 3
13
Properties=species:S:1:pos:R:3:forces:R:3 method="wB97M-V/def2-TZVPD" total_charge=0 e_above_lowest_kcal_mol=124.5 smiles=CCSc1nnon1
C 1.512 0.969 0.465 0.09 -3.40 3.61
C 1.587 -0.417 -0.414 1.02 2.47 -1.05
S 0.243 -1.569 -0.139 -0.45 -1.72 0.56
C -1.340 -0.823 -0.268 -0.54 -0.62 0.79
N -2.497 -1.283 0.386 -2.01 0.46 2.00
N -3.442 -0.404 0.415 5.51 -1.26 -2.89
O -2.849 0.651 -0.429 -0.33 -0.23 0.18
N -1.583 0.278 -0.825 -1.61 2.65 -0.19
H 2.266 1.723 0.289 0.07 -0.10 -0.41
H 1.533 0.704 1.688 0.66 0.30 -3.12
H 0.517 1.349 0.530 -0.69 0.56 -1.08
H 1.498 -0.037 -1.565 0.86 -1.29 2.68
H 2.555 -1.142 -0.133 -2.58 2.19 -1.09

No. 4
152
Properties=species:S:1:pos:R:3:forces:R:3 method="wB97M-V/def2-TZVPD" total_charge=0 e_above_lowest_kcal_mol=149.5 smiles="CN(C)C=O.CN(C)C=O.CN(C)C=O.CN(C)C=O.C1CCOC1.C1CCOC1.C1CCOC1.C1CCOC1.C1CCOC1.C1CCOC1.C1CCOC1.C1CCOC1"
C 2.175 -2.749 6.456 -0.12 0.01 1.23
N 0.921 -2.858 7.235 0.38 0.44 -0.82
C 0.825 -4.044 8.037 0.66 -0.11 0.00
C -0.142 -2.049 7.037 0.77 0.00 -1.22
O -1.249 -2.209 7.474 -0.78 -0.12 0.73
H 2.977 -2.808 7.191 0.25 0.26 0.03
H 2.284 -1.806 5.920 -0.36 -0.12 0.00
H 2.374 -3.604 5.810 -0.55 -0.01 -0.32
H 0.740 -4.902 7.371 -0.19 -0.32 0.19
H 1.795 -4.092 8.531 -0.09 -0.47 0.40
H 0.022 -4.020 8.775 0.02 0.18 -0.31
H 0.104 -1.238 6.334 0.02 0.26 0.07
C 5.035 -4.692 -0.207 -0.90 0.48 -0.41
N 4.933 -3.867 -1.454 1.98 -0.97 2.33
C 5.502 -2.499 -1.340 -0.19 -0.94 -0.20
C 4.215 -4.295 -2.485 -0.14 2.50 -1.51
O 3.972 -3.483 -3.391 -0.35 -1.86 0.16
H 4.391 -4.162 0.495 0.19 -0.21 0.51
H 6.004 -4.894 0.250 0.40 0.77 -0.49
H 4.631 -5.699 -0.308 -0.34 0.17 -0.57
H 6.591 -2.506 -1.345 0.11 -0.45 0.32
H 5.271 -1.874 -2.203 -0.72 -0.19 0.31
H 5.147 -2.141 -0.374 0.04 0.59 -0.22
H 3.893 -5.345 -2.412 -0.12 0.15 -0.23
C 1.548 5.818 6.724 0.61 1.18 -0.27
N 2.054 7.102 6.184 0.00 0.24 -0.58
C 2.623 8.106 7.150 -1.01 -1.03 -1.10
C 2.015 7.369 4.839 1.34 2.52 0.39
O 2.477 8.426 4.329 -1.29 -2.81 1.09
H 2.403 5.345 7.206 -0.36 -0.26 0.42
H 1.180 5.142 5.953 0.08 0.29 -0.19
H 0.722 6.063 7.392 0.15 -0.40 0.31
H 2.064 7.992 8.079 0.18 0.02 0.07
H 3.688 7.929 7.305 -0.04 0.10 0.03
H 2.432 9.096 6.737 0.25 -0.10 0.02
H 1.533 6.551 4.282 0.09 0.21 -0.21
C 0.151 0.450 -1.686 -0.81 0.09 0.50
N 0.227 0.272 -0.228 0.49 -0.99 -1.22
C -0.021 -1.111 0.182 -0.30 0.48 0.54
C 0.474 1.299 0.570 1.88 0.90 1.51
O 0.772 1.270 1.764 -0.87 -0.41 -0.61
H 0.751 -0.279 -2.230 0.15 -0.02 0.25
H 0.442 1.450 -2.006 0.00 -0.04 0.27
H -0.896 0.286 -1.944 -0.04 0.04 -0.49
H 0.447 -1.764 -0.554 -0.44 -0.11 0.00
H 0.332 -1.415 1.167 0.47 0.68 -0.01
H -1.104 -1.189 0.274 -0.12 -0.66 -0.50
H 0.589 2.253 0.033 -0.38 0.01 -0.22
C 4.963 4.156 -2.111 0.15 -0.70 -0.25
C 4.208 4.600 -3.324 -1.20 1.27 -1.99
C 5.161 5.564 -4.084 0.13 -1.15 0.59
O 6.410 4.971 -3.804 1.45 -0.36 0.52
C 6.443 4.299 -2.508 -1.25 1.53 -0.79
H 4.743 3.099 -1.959 -0.19 0.17 0.67
H 4.696 4.803 -1.275 0.14 -0.41 0.23
H 3.256 5.096 -3.133 -0.02 0.06 0.42
H 3.923 3.792 -3.997 0.36 -0.26 0.04
H 5.093 6.604 -3.766 0.05 0.14 0.49
H 5.123 5.591 -5.173 -0.54 -0.26 -0.01
H 6.861 4.990 -1.775 0.78 -0.33 -0.05
H 6.967 3.350 -2.629 0.13 0.28 0.12
C 6.795 1.899 4.092 -1.29 0.33 -1.56
C 6.039 3.253 4.151 0.37 0.52 -0.53
C 6.532 3.875 5.468 0.11 -0.98 -0.85
O 6.759 2.731 6.258 -1.99 0.10 2.41
C 7.199 1.636 5.498 2.10 1.15 0.46
H 7.632 2.008 3.402 0.10 -0.26 0.17
H 6.131 1.123 3.710 0.07 -0.01 -0.16
H 4.958 3.125 4.096 -0.03 -0.13 0.60
H 6.237 3.898 3.295 0.34 -0.06 -0.09
H 5.809 4.584 5.872 -0.04 -0.37 0.49
H 7.503 4.368 5.436 0.07 0.45 -0.73
H 6.967 0.671 5.947 -0.43 0.26 0.02
H 8.273 1.806 5.569 0.60 -0.99 -0.23
C -6.741 2.052 -6.962 0.83 0.11 1.31
C -5.245 2.247 -7.236 -0.57 0.75 0.39
C -5.143 1.664 -8.622 1.05 -0.19 0.65
O -6.071 0.581 -8.649 -0.54 0.59 -0.98
C -6.927 0.663 -7.500 -0.09 -0.31 -0.19
H -7.334 2.842 -7.422 -0.10 -0.32 -0.47
H -6.947 2.133 -5.895 -0.08 -0.18 0.09
H -4.646 1.699 -6.509 -0.01 0.00 0.01
H -5.012 3.310 -7.188 0.37 -0.08 -0.06
H -4.147 1.255 -8.787 0.02 -0.11 -0.21
H -5.263 2.488 -9.326 -0.73 -0.35 -0.58
H -6.546 -0.149 -6.881 -0.23 0.28 0.79
H -7.983 0.462 -7.677 0.08 -0.18 -0.74
C -5.679 4.682 3.567 -1.66 1.02 -0.22
C -5.385 3.289 3.931 0.02 -1.72 0.37
C -4.070 3.053 3.211 0.05 0.14 0.50
O -3.476 4.375 3.148 1.29 -2.60 -1.45
C -4.347 5.374 3.598 0.97 -0.21 0.08
H -6.532 5.029 4.150 0.31 0.64 0.13
H -6.028 4.632 2.536 0.04 0.44 -0.24
H -6.175 2.620 3.593 0.03 -0.09 -0.11
H -5.335 3.141 5.010 0.37 0.09 0.11
H -4.219 2.593 2.234 -0.09 0.53 -0.43
H -3.442 2.323 3.722 0.39 0.41 0.31
H -4.181 6.182 2.885 -0.56 0.40 0.32
H -3.852 5.575 4.548 -1.14 0.95 0.64
C -7.242 -3.064 3.015 -0.93 -0.27 2.30
C -7.504 -3.362 1.602 -0.66 -0.86 -1.68
C -6.765 -2.288 0.878 0.50 -0.47 0.70
O -5.602 -2.148 1.709 0.79 1.48 0.08
C -5.797 -2.629 3.068 -0.61 -1.31 -1.77
H -7.485 -3.980 3.554 0.35 0.09 0.57
H -7.860 -2.288 3.465 -0.31 0.15 -0.35
H -8.549 -3.454 1.305 -0.10 0.14 0.20
H -7.036 -4.316 1.358 0.04 -0.20 -0.01
H -7.417 -1.416 0.836 0.42 0.54 -0.12
H -6.415 -2.602 -0.105 -0.09 0.32 -0.05
H -5.571 -1.939 3.881 0.19 0.24 -0.45
H -5.194 -3.537 3.097 0.45 0.17 0.57
C -1.079 -9.247 2.937 0.71 1.19 -0.55
C -1.838 -7.993 3.304 -0.32 1.14 1.10
C -1.091 -6.810 2.655 0.28 -1.09 0.20
O 0.236 -7.345 2.391 -0.25 0.25 -0.54
C 0.372 -8.665 2.931 -1.55 0.04 0.31
H -1.350 -9.461 1.903 0.07 -0.71 0.05
H -1.241 -10.058 3.646 0.06 -0.09 -0.33
H -1.725 -7.818 4.374 -0.11 -0.23 0.27
H -2.913 -7.971 3.130 0.06 -0.21 -0.32
H -1.035 -5.957 3.332 0.24 -0.04 0.17
H -1.586 -6.426 1.763 0.36 -0.31 -0.43
H 0.704 -8.554 3.963 0.32 -0.31 0.14
H 1.052 -9.286 2.348 0.14 0.41 -0.06
C -1.894 -4.531 -5.569 2.85 0.02 -0.38
C -2.119 -5.295 -4.280 0.51 -0.22 -0.15
C -3.562 -4.975 -4.140 -0.35 0.61 1.85
O -3.629 -3.618 -4.539 -1.64 1.42 1.30
C -2.678 -3.228 -5.512 -1.51 -2.50 -0.83
H -2.265 -5.175 -6.366 0.23 0.25 -0.27
H -0.815 -4.390 -5.629 0.08 0.05 -0.77
H -1.532 -4.925 -3.440 -0.13 0.47 0.00
H -1.787 -6.330 -4.367 -0.52 -0.16 -0.24
H -3.848 -4.919 -3.089 -0.28 -0.37 0.09
H -4.268 -5.638 -4.640 0.08 0.05 -0.52
H -2.234 -2.244 -5.366 0.24 -0.36 0.55
H -3.296 -3.227 -6.410 0.45 0.77 -0.61
C 1.836 1.448 -9.771 0.33 0.39 -0.94
C 1.978 2.949 -9.510 -0.38 -0.48 1.65
C 1.089 3.016 -8.209 -0.33 0.75 -2.50
O 1.397 1.854 -7.488 0.42 -0.59 0.67
C 1.627 0.769 -8.414 -0.19 0.59 -1.15
H 2.652 1.002 -10.340 0.05 0.06 0.02
H 0.933 1.366 -10.377 -0.03 -0.32 -0.05
H 1.668 3.585 -10.339 -0.18 -0.09 0.14
H 2.974 3.254 -9.188 0.19 -0.15 -0.20
H 0.033 3.030 -8.479 -0.38 -0.45 -0.34
H 1.169 4.017 -7.785 0.81 -0.52 1.25
H 0.790 0.093 -8.587 -0.60 0.19 0.81
H 2.445 0.094 -8.165 0.29 0.63 0.66